ORCA calculation (the ωB97M-V functional and the def2-TZVPD basis) on the molecule C5H10O2.

Last column: Löwdin charge in e.
Atoms and positions in Å:
H: -2.54 1.48 0.34  0.12
H: 0.12 -0.90 1.39  0.15
H: -1.68 1.37 -1.21  0.12
H: -0.47 1.35 1.55  0.11
H: -1.03 -2.15 -0.31  0.13
O: 2.43 0.11 0.82  -0.06
C: -0.38 1.03 0.51  -0.11
C: 0.16 -0.42 0.41  -0.28
C: -1.75 0.96 -0.19  -0.20
C: 1.57 -0.52 -0.11  -0.26
H: 1.85 -1.58 -0.25  0.13
C: -0.88 -1.09 -0.51  -0.18
H: 3.33 0.07 0.48  0.09
H: 1.64 -0.04 -1.10  0.13
O: -2.09 -0.42 -0.26  -0.13
H: -0.59 -0.97 -1.57  0.13
H: 0.30 1.73 0.02  0.12

Output
- Relative energy (zero: lowest compared OMol25 entry of this formula, charge and spin): 35.0 kcal per mole
- Charge: 0
- Electronic energy: -346.9697 Ha
- HOMO-LUMO gap: 10.67 eV
- HOMO energy: -9.80 eV
- SMILES: OC[C@H]1CCOC1